7
Properties=species:S:1:pos:R:3:forces:R:3 method="wB97M-V/def2-TZVPD" smiles="O=S1#P(F)C1" spin_multiplicity=1
O 1.50179 0.64136 -1.62368 0.346 0.358 -0.624
S 0.66080 -0.42378 -1.06661 -0.554 0.466 1.494
P 0.55301 -0.13127 1.16002 0.528 -1.404 -0.345
F 0.18731 -1.66604 1.60930 -0.192 0.890 -0.264
C -0.70129 0.35137 -0.07776 1.297 -0.964 0.797
H -0.58066 1.42304 0.01131 -0.767 0.332 -0.703
H -1.62097 -0.19468 -0.01259 -0.657 0.321 -0.355



7
Properties=species:S:1:pos:R:3:forces:R:3 method="wB97M-V/def2-TZVPD" spin_multiplicity=1
C 1.60945 -0.54058 -0.23842 -0.925 -0.993 0.327
F 2.87096 -0.48757 -0.47120 1.170 0.459 -0.279
P -1.04052 0.16049 0.15923 0.014 -0.566 -0.863
S 0.85195 0.98401 -0.33207 0.341 1.057 0.165
S -2.57914 1.01278 -0.55751 -0.370 0.173 -0.703
H -0.46654 -1.10164 -0.02404 -0.599 -0.488 -0.731
H -1.24617 -0.02749 1.46400 0.370 0.359 2.085



Energy above the lowest of the compared OMol25 structures with the same formula, charge and spin, record by record: 25.91; 48.72 kcal per mole
Kohn-Sham gap, record by record: 9.041; 8.848 eV